# 1
Computed, not measured: the molecule C2H5IN2, with ωB97M-V/def2-TZVPD.

Last column: Mulliken charge in e.
Atoms and positions in Å:
I 3.1609 0.0219 0.0265  0.094
N -0.9487 0.4355 0.2281  -0.241
N -0.1557 1.5937 0.0245  -0.460
C 0.0708 -0.5963 0.3075  -0.444
C 1.1665 0.0568 -0.5616  -0.413
H 0.4172 -0.6738 1.3428  0.282
H -0.2546 -1.5861 -0.0315  0.283
H -1.5416 0.3250 -0.5927  0.286
H 0.2990 1.8099 0.9150  0.259
H 1.0305 0.0240 -1.6307  0.353

Cartesian forces, eV/Å:
I -0.2 -0.1 -0.1
N -0.4 -0.3 0.1
N 2.1 -1.9 -1.3
C 0.0 0.0 0.0
C -1.9 2.5 1.3
H 0.0 0.0 -0.1
H 0.0 0.0 0.1
H 0.3 0.0 0.1
H 0.0 -0.3 0.0
H 0.0 0.0 -0.2

E_LUMO (spin up / spin down) = 0.0 / 0.0 eV
Total charge = 0
HOMO level (spin up / spin down) = -0.306 / -0.308 Ha
Energy above the lowest of the compared OMol25 structures with the same formula, charge and spin = 2.497 eV
HOMO-LUMO gap (spin up / spin down) = 8.36 / 8.39 eV
Multiplicity = 1


# 2
Computed, not measured: a cluster of 5 separate species, C3H15NO4 in total, with ωB97M-V/def2-TZVPD.

Last column: Mulliken charge in e.
Atoms and positions in Å:
O 0.0837 2.9927 0.3742  -0.757
O 2.6534 -1.5337 0.3170  -0.914
O -1.8742 1.8388 -0.6283  -0.925
O 1.6545 -0.7225 -1.7623  -0.798
N 0.9066 -0.1740 1.6781  -0.322
C -1.7707 -1.2993 -0.6747  -1.121
C -0.8228 -1.3784 0.5191  -0.314
C -0.1737 0.0140 0.7485  -0.655
H -2.2843 -0.3360 -0.6487  0.206
H 1.7096 0.2329 -1.8347  0.258
H -1.4272 -1.5555 1.4209  0.317
H -2.3228 2.3513 -1.3040  0.115
H -0.7946 2.5707 -0.1298  0.376
H 1.7419 -0.6704 1.2297  0.355
H 2.0111 -1.0938 -0.7758  0.430
H -0.0130 -2.1020 0.5899  0.375
H 3.5900 -1.6172 0.1334  0.186
H 0.0088 3.9318 0.1890  0.241
H 1.3139 0.7158 1.9830  0.379
H -2.4660 -2.1355 -0.7270  0.365
H 0.2993 0.3950 -0.1909  0.291
H -1.1894 -1.2337 -1.5986  0.263
H -0.8342 0.8089 1.0920  0.650

Cartesian forces, eV/Å:
O -0.1 0.0 -0.1
O -0.6 -0.1 0.9
O 0.1 0.2 0.1
O -0.3 -0.5 0.5
N 0.8 2.0 -1.8
C 0.8 0.0 -0.4
C -0.6 1.3 0.7
C 0.0 -1.1 1.5
H -0.2 -0.1 0.2
H 0.1 0.0 0.2
H 0.0 0.0 0.0
H 0.0 0.0 -0.1
H 0.1 -0.2 0.2
H 0.5 -1.7 0.2
H 0.3 0.7 -1.5
H -0.1 -0.3 -0.8
H 0.0 0.3 0.0
H 0.1 0.0 0.1
H -0.7 0.1 0.5
H 0.0 -0.1 0.0
H 0.0 -0.1 0.0
H 0.0 -0.3 0.0
H -0.1 -0.1 -0.2

E_LUMO (spin up / spin down) = 3.9 / 0.4 eV
Total charge = -1
Expectation value of S² = 0.7548
HOMO level (spin up / spin down) = -0.170 / -0.166 Ha
Energy above the lowest of the compared OMol25 structures with the same formula, charge and spin = 1.603 eV
HOMO-LUMO gap (spin up / spin down) = 8.49 / 4.89 eV
Multiplicity = 2